No. 1
# C31H29ClFeN3OPSSe

A structure of composition C31H29ClFeN3OPSSe (ωB97M-V/def2-TZVPD, the OMol25 dataset).

The geometry in XYZ format:
```
69
Properties=species:S:1:pos:R:3:mulliken_spin:R:1
Fe 0.217 0.145 -0.657 3.70
C 3.477 2.364 -3.629 0.00
C 4.025 2.742 -2.262 0.00
N 4.171 1.591 -1.369 0.00
C 5.446 0.865 -1.407 0.00
C 5.398 -0.400 -2.249 0.00
C 3.171 1.134 -0.608 -0.02
S 1.676 2.022 -0.580 0.08
N 3.488 0.083 0.168 0.01
C 2.641 -0.794 0.657 -0.01
O 1.444 -0.990 0.288 0.10
C 3.149 -1.702 1.728 -0.01
C 4.498 -1.729 2.067 0.00
C 4.944 -2.572 3.071 0.00
C 4.045 -3.386 3.745 0.00
C 2.698 -3.359 3.412 0.00
C 2.249 -2.524 2.403 0.01
H 3.321 3.260 -4.230 0.00
H 2.521 1.851 -3.525 0.00
H 4.161 1.712 -4.172 0.00
H 3.378 3.471 -1.782 0.00
H 5.013 3.196 -2.349 0.00
H 5.724 0.624 -0.382 0.00
H 6.187 1.560 -1.801 0.00
H 4.639 -1.085 -1.875 0.00
H 6.363 -0.907 -2.207 0.00
H 5.178 -0.180 -3.293 0.00
H 5.183 -1.085 1.534 0.00
H 5.995 -2.595 3.330 0.00
H 4.395 -4.043 4.531 0.00
H 1.993 -3.991 3.936 0.00
H 1.202 -2.500 2.128 0.00
Cl -0.115 0.910 2.552 0.01
C -1.764 1.459 2.539 0.00
C -2.162 2.375 3.499 0.00
C -3.476 2.816 3.508 0.00
C -4.379 2.341 2.568 0.00
C -3.966 1.422 1.617 0.00
C -2.649 0.964 1.586 -0.01
P -2.077 -0.221 0.332 0.07
C -3.464 -0.422 -0.806 -0.02
C -3.532 0.426 -1.909 0.00
C -4.590 0.323 -2.798 0.00
C -5.572 -0.636 -2.596 0.00
C -5.502 -1.490 -1.505 0.00
C -4.451 -1.385 -0.608 0.00
C -1.927 -1.792 1.239 -0.04
C -1.404 -2.881 0.545 0.03
C -1.220 -4.094 1.188 0.01
C -1.542 -4.224 2.532 0.00
C -2.062 -3.142 3.228 0.00
C -2.261 -1.930 2.583 0.00
H -1.443 2.733 4.221 0.00
H -3.790 3.535 4.253 0.00
H -5.404 2.685 2.574 0.00
H -4.671 1.054 0.883 0.00
H -2.743 1.146 -2.087 0.00
H -4.633 0.976 -3.659 0.00
H -6.389 -0.726 -3.299 0.00
H -6.261 -2.247 -1.357 0.00
H -4.388 -2.060 0.237 0.00
H -1.140 -2.805 -0.505 -0.03
H -0.815 -4.928 0.631 0.00
H -1.389 -5.169 3.037 0.00
H -2.314 -3.241 4.275 0.00
H -2.667 -1.092 3.136 0.00
Se -0.013 -0.266 -3.084 0.08
C -0.730 -1.972 -3.016 0.00
N -1.184 -3.033 -2.971 0.02
```

Output
* net charge: 0
* LUMO energy (spin up / spin down): 0.2526 / -0.0006 eV
* largest force on an atom: 0.50 eV/A
* <S²>: 6.01
* energy: -171518.262 eV
* multiplicity: 5
* highest occupied orbital energy (spin up / spin down): -8.01 / -8.14 eV
* Kohn-Sham gap (spin up / spin down): 8.267 / 8.138 eV
* energy relative to the best compared isomer or geometry (same formula, charge and spin): 0.0000 eV


No. 2
# C31H29N2O19

A cluster of 5 separate species, C31H29N2O19 in total (ωB97M-V/def2-TZVPD, the OMol25 dataset).

The geometry in XYZ format:
```
81
Properties=species:S:1:pos:R:3:lowdin_charge:R:1
C 4.012 -7.758 -0.944 -0.12
C 2.895 -7.771 -2.001 -0.25
C 1.507 -7.417 -1.434 -0.28
N 0.592 -8.560 -1.414 -0.20
N -0.436 -8.481 -0.407 -0.16
C -1.467 -7.561 -0.812 -0.31
C -1.402 -6.263 -0.045 -0.39
O -1.666 -6.082 1.108 0.11
O -0.986 -5.118 -0.831 0.05
C 0.065 -4.386 -0.437 -0.55
C 0.208 -3.107 -1.214 0.01
O 0.854 -4.696 0.425 0.09
H 4.168 -8.749 -0.513 0.06
H 4.956 -7.398 -1.359 0.05
H 3.745 -7.101 -0.113 0.06
H 3.162 -7.049 -2.778 0.08
H 2.823 -8.766 -2.443 0.09
H 1.091 -6.546 -1.968 0.09
H 1.598 -7.120 -0.388 0.09
H 0.144 -8.616 -2.333 0.07
H -2.477 -7.953 -0.600 0.09
H -1.426 -7.313 -1.889 0.09
H -0.459 -3.039 -2.068 0.08
H 0.042 -2.287 -0.517 0.06
H 1.251 -3.054 -1.521 0.07
C 3.962 -1.477 -0.066 0.09
C 5.175 -1.160 0.409 -0.23
C 5.744 0.235 0.306 -0.32
O 6.848 0.421 0.784 0.10
C 4.957 1.261 -0.348 0.07
C 3.745 0.946 -0.828 -0.23
C 3.170 -0.447 -0.704 -0.29
O 2.053 -0.626 -1.153 0.10
O 2.945 1.805 -1.439 0.11
O 5.978 -2.024 1.009 0.12
H 3.542 -2.472 0.013 0.14
H 5.377 2.253 -0.428 0.13
H 2.131 1.307 -1.660 0.10
H 6.781 -1.526 1.255 0.12
C -0.570 0.942 2.777 0.09
C -0.258 2.145 3.277 -0.23
C 0.187 3.287 2.400 -0.31
O 0.416 4.356 2.936 0.09
C 0.303 3.066 0.972 0.08
C -0.010 1.865 0.471 -0.22
C -0.478 0.726 1.343 -0.30
O -0.759 -0.313 0.783 0.13
O 0.056 1.565 -0.821 0.08
O -0.314 2.442 4.570 0.11
H -0.893 0.116 3.394 0.14
H 0.631 3.890 0.355 0.14
H -0.206 0.622 -0.895 0.12
H -0.031 3.373 4.647 0.11
C -4.811 7.407 2.684 0.07
C -3.925 6.949 1.788 -0.23
C -2.644 6.272 2.206 -0.30
O -1.914 5.884 1.314 0.11
C -2.361 6.117 3.617 0.08
C -3.245 6.573 4.513 -0.23
C -4.533 7.245 4.098 -0.31
O -5.276 7.612 4.990 0.10
O -3.082 6.480 5.825 0.12
O -4.077 7.018 0.475 0.11
H -5.735 7.891 2.398 0.13
H -1.435 5.631 3.890 0.12
H -3.876 6.884 6.226 0.12
H -3.282 6.590 0.089 0.09
C -3.136 1.711 -3.125 0.08
C -1.985 1.878 -3.792 -0.24
C -1.134 3.115 -3.630 -0.32
O -0.101 3.164 -4.269 0.11
C -1.594 4.162 -2.737 0.08
C -2.744 3.992 -2.076 -0.22
C -3.585 2.749 -2.220 -0.31
O -4.604 2.696 -1.556 0.11
O -3.246 4.878 -1.225 0.09
O -1.491 0.990 -4.638 0.12
H -3.749 0.827 -3.231 0.14
H -0.983 5.048 -2.632 0.14
H -4.078 4.494 -0.881 0.12
H -0.649 1.361 -4.966 0.12
```

Output
* net charge: -1
* LUMO energy: -0.4568 eV
* largest force on an atom: 0.79 eV/A
* energy: -74496.940 eV
* multiplicity: 1
* highest occupied orbital energy: -2.04 eV
* Kohn-Sham gap: 1.584 eV


No. 3
# C31H30AuClIN4OS2Se

A structure of composition C31H30AuClIN4OS2Se (ωB97M-V/def2-TZVPD, the OMol25 dataset).

The geometry in XYZ format:
```
72
Properties=species:S:1:pos:R:3:mulliken_spin:R:1
Au 0.084 -0.028 -0.169 0.35
Cl -3.434 -5.077 3.400 0.06
C -2.430 -3.770 2.969 0.26
C -1.749 -3.103 3.974 -0.09
C -0.937 -2.027 3.671 0.23
I 0.134 -1.081 5.159 0.04
C -0.809 -1.537 2.316 0.10
O -0.157 -0.519 2.055 0.30
C -1.503 -2.298 1.261 0.09
N -1.320 -1.897 -0.005 0.01
C -1.889 -2.566 -0.992 0.01
C -2.698 -3.684 -0.765 -0.02
C -2.911 -4.095 0.525 0.05
C -2.303 -3.398 1.583 -0.01
H -1.850 -3.432 5.001 0.00
H -1.700 -2.200 -1.996 0.00
H -3.139 -4.210 -1.601 0.00
H -3.537 -4.952 0.738 0.01
S 0.650 0.213 -2.559 0.40
C 2.228 0.211 -1.865 -0.01
N 2.290 0.144 -0.562 0.05
C 3.597 0.100 -0.082 0.01
C 3.988 0.018 1.251 0.00
C 5.340 -0.004 1.542 0.00
C 6.296 0.055 0.524 0.00
C 5.916 0.138 -0.803 0.00
C 4.556 0.161 -1.096 0.00
S 3.768 0.258 -2.651 0.00
H 3.231 -0.039 2.029 0.00
H 5.667 -0.067 2.572 0.00
H 7.349 0.029 0.777 0.00
H 6.656 0.178 -1.594 0.00
C -0.818 5.685 1.681 -0.01
C 0.601 5.424 1.161 0.00
C 1.437 4.467 2.017 0.00
C 1.039 2.997 1.924 0.00
N -0.263 2.696 2.531 0.02
C -1.369 2.276 1.881 0.01
Se -1.537 2.105 0.027 0.10
N -2.325 2.036 2.809 0.00
C -3.688 1.557 2.565 0.00
C -4.749 2.594 2.934 0.00
C -4.676 3.889 2.128 0.00
C -5.109 3.725 0.671 0.00
C -1.809 2.284 4.082 0.00
C -2.365 2.149 5.347 -0.01
C -1.556 2.463 6.426 0.00
C -0.234 2.887 6.246 0.00
C 0.318 3.008 4.982 0.00
C -0.501 2.702 3.904 0.01
H -1.238 6.582 1.222 0.00
H -0.819 5.836 2.766 0.00
H -1.494 4.862 1.447 0.01
H 1.138 6.374 1.117 0.00
H 0.553 5.043 0.137 0.00
H 1.408 4.801 3.060 0.00
H 2.481 4.517 1.699 0.00
H 1.780 2.364 2.418 0.00
H 0.982 2.693 0.883 0.00
H -3.827 0.653 3.164 0.00
H -3.748 1.284 1.516 0.00
H -4.673 2.823 3.999 0.00
H -5.726 2.125 2.780 0.00
H -3.662 4.298 2.178 0.00
H -5.324 4.623 2.612 0.00
H -4.430 3.078 0.114 0.00
H -5.128 4.691 0.164 0.00
H -6.115 3.297 0.612 0.00
H -3.384 1.812 5.492 0.00
H -1.954 2.377 7.430 0.00
H 0.370 3.122 7.115 0.00
H 1.346 3.325 4.845 0.00
```

Output
* net charge: +1
* LUMO energy (spin up / spin down): -3.4806 / -5.5193 eV
* largest force on an atom: 0.77 eV/A
* <S²>: 2.04
* energy: -151969.797 eV
* multiplicity: 3
* highest occupied orbital energy (spin up / spin down): -10.21 / -10.42 eV
* Kohn-Sham gap (spin up / spin down): 6.732 / 4.897 eV
* energy relative to the best compared isomer or geometry (same formula, charge and spin): 0.1287 eV


No. 4
# C31H30Br2N2PtSSbSi

A structure of composition C31H30Br2N2PtSSbSi at a distorted geometry (ωB97M-V/def2-TZVPD, the OMol25 dataset).

The geometry in XYZ format:
```
69
Properties=species:S:1:pos:R:3:lowdin_charge:R:1
Pt 0.142 -1.704 0.256 0.61
Br -5.531 1.127 2.337 0.80
C -3.942 0.145 2.017 -0.65
C -2.754 0.530 2.658 -0.07
C -1.597 -0.101 2.269 -0.13
N -1.551 -1.057 1.344 -0.05
C -2.718 -1.543 0.840 -0.20
C -3.936 -0.910 1.144 -0.05
C -2.588 -2.732 0.047 -0.18
C -3.673 -3.589 -0.194 -0.04
C -3.463 -4.810 -0.780 -0.65
Br -4.880 -6.038 -1.000 0.82
C -2.168 -5.155 -1.187 -0.06
C -1.158 -4.253 -0.963 -0.11
N -1.323 -3.071 -0.359 -0.03
H -2.742 1.296 3.417 0.11
H -0.659 0.154 2.740 0.07
H -4.849 -1.230 0.664 0.11
H -4.658 -3.303 0.141 0.11
H -1.967 -6.102 -1.661 0.12
H -0.157 -4.496 -1.288 0.08
C 1.854 -3.240 -2.454 -0.23
Si 2.049 -2.904 -0.563 0.35
C 2.023 -4.453 0.570 -0.23
C 3.787 -2.124 -0.476 -0.27
H 2.456 -4.117 -2.699 0.03
H 2.256 -2.404 -3.024 0.02
H 0.842 -3.430 -2.802 -0.01
H 2.649 -5.231 0.133 0.03
H 1.029 -4.866 0.725 0.00
H 2.435 -4.205 1.546 0.02
H 4.521 -2.832 -0.860 0.03
H 4.075 -1.862 0.540 0.00
H 3.853 -1.220 -1.079 0.01
S 1.750 -0.121 0.988 0.15
Sb 0.811 1.914 0.298 1.42
C -0.615 1.253 -1.161 -0.38
C -0.081 0.320 -2.051 -0.19
C -0.921 -0.345 -2.931 -0.07
C -2.285 -0.088 -2.909 -0.07
C -2.797 0.873 -2.052 -0.08
C -1.965 1.551 -1.169 -0.12
C 0.365 2.897 2.157 -0.35
C 0.626 2.184 3.318 -0.17
C 0.390 2.782 4.544 -0.06
C -0.085 4.083 4.598 -0.06
C -0.313 4.798 3.433 -0.07
C -0.097 4.204 2.198 -0.11
C 2.215 3.072 -0.817 -0.35
C 1.985 3.262 -2.172 -0.12
C 2.898 3.990 -2.918 -0.07
C 4.029 4.511 -2.308 -0.06
C 4.244 4.326 -0.951 -0.07
C 3.334 3.604 -0.195 -0.11
H 0.992 0.171 -2.108 0.09
H -0.510 -1.059 -3.630 0.11
H -2.947 -0.641 -3.562 0.11
H -3.854 1.096 -2.062 0.11
H -2.379 2.289 -0.494 0.11
H 1.030 1.179 3.270 0.05
H 0.567 2.228 5.456 0.11
H -0.272 4.537 5.560 0.11
H -0.674 5.814 3.495 0.11
H -0.269 4.761 1.286 0.11
H 1.096 2.853 -2.640 0.09
H 2.717 4.154 -3.971 0.11
H 4.745 5.070 -2.894 0.11
H 5.117 4.747 -0.472 0.11
H 3.495 3.459 0.866 0.11
```

Output
* net charge: +1
* LUMO energy: -3.6574 eV
* largest force on an atom: 2.48 eV/A
* energy: -204192.173 eV
* multiplicity: 1
* highest occupied orbital energy: -10.35 eV
* Kohn-Sham gap: 6.693 eV
* energy relative to the best compared isomer or geometry (same formula, charge and spin): 0.7050 eV


What is the formula in the fourth record? C31H30Br2N2PtSSbSi


Which formula does entry 2 have? C31H29N2O19